# 1
Below is a structure of composition C8H13N3O2 in a non-equilibrium geometry, with properties calculated with ωB97M-V with the def2-TZVPD basis set.

Last column: Mulliken charge in e.
Geometry (Å):
C 0.047 -0.236 -0.207  -0.201
C 1.910 -0.172 0.414  -0.235
C 2.152 1.301 0.249  -0.475
C -2.677 -1.505 0.475  -0.467
C -1.288 -1.999 1.043  -0.743
C -2.036 -1.470 -0.907  -0.959
C -0.657 -1.536 -0.340  0.483
C 0.597 3.243 -0.067  -0.901
N -0.234 1.028 -0.285  -0.160
N 0.715 1.879 0.284  -0.130
N 2.688 -1.052 -0.231  0.899
O 2.339 -2.187 -0.629  -0.718
O 3.881 -0.702 -0.194  -0.689
H 2.467 1.842 1.077  0.385
H 2.751 1.518 -0.608  0.298
H -3.696 -2.041 0.683  0.289
H -2.911 -0.587 1.062  0.206
H -0.965 -1.418 2.055  0.234
H -1.147 -3.035 1.171  0.340
H -2.362 -2.428 -1.533  0.241
H -2.196 -0.653 -1.561  0.378
H 0.135 -2.209 -0.664  0.677
H -0.442 3.617 0.242  0.272
H 1.333 3.936 0.305  0.310
H 0.635 3.345 -1.199  0.354
H -1.037 1.522 -0.636  0.313

Computed properties:
**Net charge**: 0
**2S+1**: 1
**Energy**: -17062.759 eV
**LUMO level (spin up / spin down)**: 0.0085 / 0.0085 Ha
**HOMO energy (spin up / spin down)**: -0.2895 / -0.2895 hartree

***

# 2
Below is a cluster of 2 separate species, C39H38ClN3O3 in total in a non-equilibrium geometry, with properties calculated with ωB97M-V with the def2-TZVPD basis set.

Last column: Mulliken charge in e.
Geometry (Å):
C -3.089 3.486 -2.291  -0.863
C -1.789 4.145 -2.683  -0.307
O -0.760 3.596 -1.813  -0.213
C 0.481 4.098 -2.018  0.265
C 1.505 3.330 -1.266  -0.319
N 2.744 3.571 -1.492  -0.195
C 3.815 2.905 -1.188  -0.582
C 5.154 3.373 -1.478  0.753
C 6.240 2.466 -1.479  -0.328
C 7.537 2.909 -1.708  -0.636
C 7.771 4.274 -1.942  0.363
Cl 9.373 4.823 -2.200  -0.256
C 6.700 5.183 -1.969  -0.497
C 5.392 4.732 -1.766  -0.534
O 0.731 5.045 -2.742  -0.678
H -3.870 3.737 -3.013  0.425
H -2.985 2.395 -2.259  0.004
H -3.405 3.841 -1.304  0.298
H -1.544 3.919 -3.729  0.309
H -1.844 5.233 -2.553  0.295
H 1.119 2.583 -0.560  0.280
H 3.738 1.903 -0.732  0.049
H 6.036 1.409 -1.301  0.188
H 8.373 2.216 -1.699  0.379
H 6.904 6.234 -2.149  0.380
H 4.546 5.416 -1.812  0.451
C -4.354 0.301 0.801  -0.980
N -3.788 -0.970 0.401  0.317
C -4.569 -2.084 0.212  0.235
O -5.792 -2.122 0.305  -0.685
C -3.642 -3.246 -0.132  -0.081
C -3.882 -3.735 -1.554  -1.350
C -3.671 -2.611 -2.539  0.297
C -4.731 -1.761 -2.870  -0.213
C -4.533 -0.697 -3.750  -0.691
C -3.267 -0.467 -4.303  -0.501
C -2.213 -1.334 -3.991  -0.802
C -2.421 -2.416 -3.132  -0.043
N -2.314 -2.655 0.067  0.742
C -1.171 -3.345 0.073  -0.312
C 0.068 -2.693 0.196  -0.551
C 1.022 -3.053 1.122  -0.248
C 2.279 -2.366 1.286  0.809
C 2.965 -2.404 2.528  -0.391
C 4.137 -1.679 2.717  -0.658
C 4.679 -0.926 1.660  -0.347
C 4.038 -0.914 0.409  -0.420
C 2.839 -1.605 0.229  -0.652
C -2.350 -1.199 0.360  -0.513
C -1.681 -0.836 1.653  -1.258
C -2.007 -1.467 2.796  -0.251
C -1.277 -1.367 4.048  0.880
C -1.786 -2.038 5.182  -0.467
C -1.156 -1.924 6.415  -0.576
C 0.013 -1.156 6.538  -0.436
C 0.556 -0.530 5.406  -0.740
C -0.073 -0.635 4.164  -0.427
H -5.441 0.196 0.801  0.370
H -4.010 0.580 1.804  0.316
H -4.056 1.089 0.098  0.276
H -3.812 -4.043 0.608  0.458
H -3.221 -4.586 -1.758  0.524
H -4.924 -4.077 -1.602  0.579
H -5.714 -1.938 -2.423  0.418
H -5.368 -0.035 -3.989  0.394
H -3.108 0.373 -4.984  0.446
H -1.219 -1.170 -4.410  0.407
H -1.611 -3.115 -2.907  0.426
H -1.261 -4.435 0.003  0.496
H 0.261 -1.830 -0.452  0.276
H 0.781 -3.854 1.830  0.406
H 2.531 -2.993 3.340  0.380
H 4.641 -1.704 3.687  0.398
H 5.605 -0.363 1.806  0.415
H 4.480 -0.374 -0.431  0.392
H 2.327 -1.581 -0.734  0.393
H -1.892 -0.639 -0.480  0.816
H -0.948 -0.026 1.608  0.619
H -2.898 -2.113 2.820  0.177
H -2.691 -2.639 5.054  0.368
H -1.576 -2.433 7.281  0.384
H 0.499 -1.055 7.509  0.384
H 1.477 0.045 5.493  0.420
H 0.357 -0.169 3.273  0.347

Computed properties:
**Net charge**: 0
**2S+1**: 1
**Energy**: -64190.856 eV
**LUMO level**: -0.1036 Ha
**HOMO energy**: -0.1605 hartree

***

# 3
Below is the molecule C5H5Cl in a non-equilibrium geometry, with properties calculated with ωB97M-V with the def2-TZVPD basis set.

Last column: Mulliken charge in e.
Geometry (Å):
C 0.321 2.321 0.755  -0.799
C 0.937 1.214 0.160  0.344
C -0.619 1.525 0.089  -0.690
C 1.475 0.157 -0.201  0.715
C 0.656 -1.155 -0.367  -1.011
Cl 3.123 -0.178 -0.106  -0.182
H -1.335 0.949 0.691  0.305
H -0.758 1.542 -0.959  0.371
H 1.276 -1.889 0.133  0.388
H 0.753 -1.441 -1.443  0.272
H -0.342 -0.930 -0.020  0.287

Computed properties:
**Net charge**: 0
**2S+1**: 1
**Energy**: -17782.178 eV
**LUMO level**: -0.0333 Ha
**HOMO energy**: -0.3062 hartree

***

# 4
Below is a structure of composition C17H18Cl2F6GaIN4SSbSi, with properties calculated with ωB97M-V with the def2-TZVPD basis set.

Last column: Mulliken spin population.
Geometry (Å):
Ga 0.088 -0.844 -0.910  -0.036
C 2.476 2.443 3.118  0.000
Si 1.505 1.049 3.905  0.000
C 2.549 -0.479 4.166  0.000
C 0.805 1.626 5.546  0.000
C 0.034 0.598 2.797  0.001
C -1.272 0.648 3.257  0.000
C -2.357 0.229 2.482  0.001
C -2.105 -0.245 1.220  0.000
N -0.856 -0.270 0.744  0.006
C 0.205 0.113 1.488  0.000
S 1.705 -0.119 0.642  -0.002
H 3.311 2.732 3.759  0.000
H 1.845 3.323 2.972  0.000
H 2.878 2.150 2.148  0.000
H 3.357 -0.273 4.871  0.000
H 2.990 -0.828 3.233  0.000
H 1.945 -1.293 4.572  0.000
H 1.625 1.907 6.210  0.000
H 0.236 0.840 6.047  0.000
H 0.160 2.500 5.436  0.000
H -1.465 1.007 4.261  0.000
H -3.366 0.249 2.865  0.000
H -2.876 -0.629 0.565  0.000
F -1.407 -2.570 -0.528  0.004
Sb -0.372 -3.970 0.382  0.001
F -0.489 -4.996 -1.180  0.000
F 1.015 -2.884 -0.425  0.000
F 0.857 -5.152 1.143  0.000
F -0.273 -2.841 1.890  0.000
F -1.951 -4.721 1.053  0.000
Cl -2.498 -0.597 -2.452  0.019
C -1.589 -0.971 -3.873  0.183
C -2.263 -1.070 -5.063  -0.095
C -1.559 -1.305 -6.244  0.245
C -0.172 -1.409 -6.234  -0.097
C 0.510 -1.301 -5.047  0.180
Cl 2.225 -1.399 -5.055  0.027
C -0.152 -1.115 -3.767  0.010
N 0.570 -1.069 -2.688  0.527
H -3.337 -0.956 -5.078  0.000
H -2.098 -1.390 -7.177  0.019
H 0.377 -1.571 -7.151  -0.002
I -1.379 5.410 -1.791  0.001
C -0.528 3.538 -1.876  -0.001
C 0.506 3.126 -2.687  0.002
N 0.722 1.833 -2.400  0.003
N -0.100 1.388 -1.444  0.003
C -0.879 2.407 -1.125  0.003
H 1.085 3.653 -3.426  0.000
H 1.402 1.194 -2.787  -0.001
H -1.638 2.304 -0.366  0.000

Computed properties:
**Net charge**: 0
**2S+1**: 2
**Energy**: -150964.352 eV
**LUMO level (spin up / spin down)**: 0.0034 / -0.0783 Ha
**<S²>**: 0.8014
**HOMO energy (spin up / spin down)**: -0.3125 / -0.3132 hartree

***

# 5
Below is a cluster of 7 separate species, C6H24O6 in total in a non-equilibrium geometry, with properties calculated with ωB97M-V with the def2-TZVPD basis set.

Last column: Mulliken charge in e.
Geometry (Å):
C -1.927 -0.410 0.809  -0.799
C -0.907 0.075 -0.169  -1.238
C -0.460 -0.606 -1.217  1.404
C -1.016 -1.931 -1.682  -1.584
C 0.665 -0.065 -2.080  -0.742
C 1.943 -0.897 -1.905  -0.904
H -2.637 -1.163 0.472  0.406
H -2.369 0.402 1.385  0.341
H -1.390 -0.893 1.630  0.287
H -0.376 0.967 0.155  0.403
H -0.571 -2.778 -1.150  0.239
H -2.091 -2.007 -1.521  0.446
H -0.778 -2.052 -2.739  0.392
H 0.306 -0.088 -3.110  0.415
H 0.854 0.980 -1.830  0.267
H 2.585 -0.841 -2.787  0.369
H 2.568 -0.484 -1.111  0.267
H 1.699 -1.920 -1.631  0.116
O 1.278 -1.313 1.777  -0.520
H 0.968 -0.402 1.865  0.285
H 1.612 -1.457 2.677  0.262
O -3.151 1.996 -1.172  -0.693
H -2.663 1.588 -0.443  0.368
H -3.071 1.254 -1.791  0.324
O 1.501 2.551 0.904  -0.592
H 2.150 2.903 0.292  0.260
H 0.678 3.058 0.864  0.332
O 1.632 1.084 3.305  -0.675
H 2.517 1.267 2.962  0.320
H 1.146 1.761 2.820  0.320
O 1.395 -4.039 0.740  -0.629
H 1.962 -3.834 -0.005  0.323
H 0.784 -3.328 0.951  0.280
O -1.286 3.363 0.942  -0.626
H -1.607 3.812 0.153  0.299
H -1.943 3.446 1.641  0.273

Computed properties:
**Net charge**: 0
**2S+1**: 1
**Energy**: -18896.100 eV
**LUMO level**: 0.0069 Ha
**HOMO energy**: -0.3268 hartree
**SMILES string**: C/C=C(\C)CC.O.O.O.O.O.O

***

# 6
Below is a structure of composition C21H36Cl3IrN2O4Si in a non-equilibrium geometry, with properties calculated with ωB97M-V with the def2-TZVPD basis set.

Last column: Mulliken spin population.
Geometry (Å):
C -1.760 -2.645 -3.419  0.007
C -1.015 -3.164 -2.212  0.080
H -1.260 -2.991 -4.332  0.001
H -1.788 -1.549 -3.433  0.009
H -2.786 -3.041 -3.388  -0.007
C -0.627 -4.519 -2.147  0.569
C -0.442 -5.393 -3.324  -0.034
H -0.395 -4.941 -1.174  0.119
H 0.179 -4.964 -4.123  0.027
H -1.383 -5.711 -3.790  0.046
H 0.076 -6.300 -3.002  0.004
Ir -0.087 1.694 1.604  2.051
Cl -2.213 2.643 1.567  0.285
Cl 1.180 3.478 0.654  0.086
H 1.705 4.935 5.106  -0.001
H -1.140 6.467 4.360  0.001
C 1.569 5.056 4.021  0.009
C -0.625 6.138 3.442  -0.001
N 0.164 4.928 3.665  0.025
H 2.148 4.301 3.478  0.001
C -0.383 3.718 3.579  0.104
O 0.311 2.664 3.386  0.006
H -1.378 5.953 2.663  0.002
H -1.476 3.682 3.700  0.019
H 1.898 6.060 3.748  -0.001
H 0.044 6.947 3.122  0.000
H 2.280 -0.187 -2.010  0.003
H 2.643 -2.949 -0.942  0.007
C 3.086 -0.138 -1.260  0.003
C 3.223 -2.377 -0.201  -0.001
N 2.765 -0.992 -0.118  0.020
H 3.226 0.891 -0.920  -0.002
C 2.160 -0.529 0.992  0.051
O 1.892 0.690 1.209  -0.031
H 3.113 -2.845 0.785  0.001
H 1.970 -1.314 1.731  0.011
H 4.006 -0.531 -1.710  0.000
H 4.273 -2.413 -0.517  0.001
O -0.159 -2.111 -1.640  0.107
C -1.297 -2.424 -0.860  0.082
C 0.059 -3.638 0.906  0.010
C -1.169 -3.145 0.427  -0.013
H 0.949 -3.532 0.285  0.003
C 0.139 -4.265 2.151  -0.002
H -2.077 -1.669 -0.899  -0.014
C -2.349 -3.423 1.171  -0.001
H 1.121 -4.566 2.530  0.000
C -1.023 -4.477 2.902  0.009
C -2.273 -4.081 2.396  -0.006
H -3.314 -3.104 0.761  -0.001
H -0.953 -4.943 3.888  0.001
H -3.189 -4.269 2.965  0.000
Si -0.481 2.485 -2.088  0.014
Cl -0.510 0.770 -0.439  0.172
C 1.261 2.926 -2.602  0.005
C -1.222 4.055 -1.367  -0.008
C -1.552 1.801 -3.445  0.011
H 2.014 2.208 -2.265  -0.001
H 1.531 3.922 -2.225  0.000
H 1.291 2.976 -3.700  0.000
H -0.963 1.124 -4.086  0.004
H -1.937 2.642 -4.055  -0.001
H -2.400 1.240 -3.026  0.002
H -1.973 3.856 -0.599  0.010
H -1.697 4.641 -2.171  -0.001
H -0.464 4.685 -0.880  0.000
O -1.546 -0.659 2.820  -0.013
C -0.966 0.225 2.352  0.158

Computed properties:
**Net charge**: 0
**2S+1**: 5
**Energy**: -81812.633 eV
**LUMO level (spin up / spin down)**: 0.0209 / -0.0193 Ha
**<S²>**: 6.0238
**HOMO energy (spin up / spin down)**: -0.1816 / -0.2909 hartree